# H36O18

A 18-piece molecular cluster, H36O18 overall in a non-equilibrium geometry (the ωB97M-V functional and the def2-TZVPD basis, OMol25).

Summary:
E_LUMO	-0.1	eV
relative energy (zero: lowest compared OMol25 entry of this formula, charge and spin)	45.6	kcal per mole
multiplicity	1

The geometry in XYZ format:
```
54
Properties=species:S:1:pos:R:3:forces:R:3
H -1.616874 0.890725 0.589632 0.5361 -0.6341 -0.0872
H 3.595086 2.321435 -4.834888 0.0076 0.2150 -0.2111
H 3.359226 1.057295 -4.036008 -0.0402 -0.3359 -0.0069
O -0.655144 -0.845085 4.549282 -0.0512 -0.0031 0.4802
H -3.270404 3.604855 1.898692 -0.1366 0.0124 0.1054
H 3.525456 -0.538035 4.630652 0.0461 0.2715 0.2055
O -4.026514 1.573635 -2.067998 -0.2790 -0.1042 -0.3364
O 2.036266 2.198685 0.700042 -0.1483 -0.5463 1.5530
H -0.864274 -1.394345 1.220732 0.0575 0.3481 -0.2333
H -0.880214 4.163775 -2.715498 -0.2010 -0.1271 -0.1392
H -0.018214 -3.038985 0.618542 -0.1895 -0.0055 0.3503
O 0.903346 -3.207165 -4.444308 0.6754 0.5573 -0.9277
O -0.181684 -0.344755 -0.259838 -0.5296 0.1133 -0.4640
O -0.073554 4.464875 -2.297338 -0.1230 -0.0896 -0.1969
H -0.288494 1.959355 2.911792 0.0282 -0.2566 -0.0839
O 2.179946 3.087995 -1.661908 0.3128 -0.2102 -0.0198
H 1.681646 -3.169955 -3.888338 -0.1864 -0.0764 0.1198
H -4.803454 -1.708615 0.963422 -0.1993 0.1336 -0.1579
H -2.258044 -1.967225 1.366062 -0.5478 -0.2612 0.0212
H 2.020536 -0.409915 2.578802 0.2092 -0.3823 0.4951
O 3.031196 -1.112675 4.046082 -0.1557 -0.0146 -0.1065
H 2.605846 2.842245 1.121532 0.0199 0.1479 0.1923
O 3.521406 1.995535 -3.937888 -0.0039 0.0013 0.2034
O 2.706966 -3.560845 -2.070758 -0.2089 0.1079 0.1180
H 1.728516 0.713595 1.607032 0.3184 0.9767 -0.3571
O -0.375344 2.549325 3.660542 0.4087 0.0148 0.4747
H 3.652946 -1.797955 3.801042 0.1192 -0.2796 -0.0798
H 2.141716 2.362225 -0.237168 0.0869 0.3460 -1.1589
H -1.780144 -3.858905 -2.801378 -0.1801 0.1766 -0.0214
H -0.311184 5.297355 -1.888998 0.0756 0.2307 0.2533
H 0.755536 -3.226945 -0.669048 0.2194 0.1888 -0.3913
H -2.279354 2.704325 1.192472 -0.2938 -0.3916 -0.0278
H 0.245026 -3.647135 -3.906458 -0.3871 -0.2784 0.4857
H -4.625024 -2.881695 1.903602 0.0098 -0.1987 0.2524
H -0.598004 3.396295 3.274142 -0.3113 0.1376 -0.2307
H -0.136484 0.414255 -0.841298 0.0379 0.0782 -0.4177
H -0.719364 -1.010605 3.608692 -0.2439 -0.1248 -0.4394
O -0.921094 -4.280875 -2.815518 -0.3362 -0.3566 -0.2602
O 1.349576 -0.082455 1.979792 -0.5849 -0.5171 -0.1218
O -2.337024 3.507345 1.710212 0.2664 1.2623 0.2300
H 1.304616 3.370465 -1.926928 -0.5523 0.5476 0.0028
O -2.521564 1.199505 0.540422 -0.4840 0.0169 -0.6626
H 2.536156 2.652225 -2.436148 0.5281 -0.1357 -0.5245
H -3.684204 2.393695 -2.423758 -0.0141 0.1650 -0.0810
H 0.505176 -0.191295 0.388942 0.7860 -0.0724 0.7042
H -3.551604 1.451945 -1.245878 0.3646 -0.0379 0.4677
H -3.046754 0.448945 0.818022 -0.0394 -0.2535 0.3760
H 3.228756 -3.922165 -1.354228 0.1135 -0.1753 0.2212
H -0.794834 -4.598185 -1.921308 0.2054 0.0679 0.4774
O -1.502104 -1.676595 1.876282 0.4739 -0.0119 0.2893
O 0.022296 -3.583545 -0.167608 -0.0067 -0.3958 -0.0043
H 0.280276 -0.911085 4.741262 0.2235 0.0583 0.0500
H 3.347956 -3.338305 -2.745918 0.2857 0.0516 -0.1365
O -4.144494 -2.316565 1.298672 0.0189 0.0492 -0.2428
```
Forces are in eV/Å.

---

# C40H115Br3N18O9P6

C40H115Br3N18O9P6 as an isolated structure in a non-equilibrium geometry (the ωB97M-V functional and the def2-TZVPD basis, OMol25).

Summary:
E_LUMO	-0.3	eV
multiplicity	1

The geometry in XYZ format:
```
191
Properties=species:S:1:pos:R:3:forces:R:3
C 18.850780 19.828630 -1.919110 1.5117 1.0315 -0.2735
C 13.495580 19.932700 -4.898910 0.7629 -0.0402 -0.4178
H 22.804480 19.378520 0.135330 -0.0318 -0.2413 0.0783
N 8.218250 16.392860 11.866760 1.1113 0.2332 1.9079
C 17.104980 5.255780 4.146640 -1.3639 0.6364 0.5811
H 12.190800 19.340000 5.743580 0.2714 0.5220 -0.2739
O 13.960880 19.854050 -3.532870 -0.4300 0.5284 -0.2922
H 16.226780 9.576770 3.955600 -0.1197 0.3386 0.2418
C 18.196440 16.991250 15.765580 -0.7027 -0.2988 -1.9388
H 19.789030 27.622650 10.299560 0.0803 -0.0838 -0.0710
O 18.170560 8.305190 5.437950 -3.1861 -1.4172 0.2179
Br 9.718030 16.578110 2.093750 -0.0898 -1.6000 0.4300
H 16.560700 18.530440 8.074850 -0.3514 0.2947 0.5854
H 11.940500 19.380270 7.452320 0.2168 0.0511 0.3078
N 15.494210 7.881040 4.852730 -0.0068 -1.5229 0.2608
C 15.822550 28.150020 12.696600 1.8008 -0.2879 -0.6922
N 19.512360 20.690560 -0.913870 0.5296 -0.4135 1.8444
H 10.522160 17.531470 10.706620 0.4003 0.6750 -0.5943
H 6.683240 17.466420 11.096080 0.0542 0.4858 -0.5711
H 12.890430 19.093000 -5.240660 -0.2674 0.1182 0.5552
H 21.007060 23.241980 -3.369720 0.0567 -0.1504 0.2077
H 17.569860 23.764590 12.570610 0.9954 -0.6576 0.6197
H 15.298810 8.596400 2.924830 -0.4652 0.0003 -0.3044
C 11.424980 16.951420 6.846530 0.9371 -0.3252 0.5155
N 17.186040 5.787490 5.524050 0.2681 -0.0602 -0.2367
H 20.091710 25.046290 -0.480650 -0.3406 -0.0549 -0.0682
H 7.663800 15.457500 9.993960 -0.1060 0.8122 -0.0087
P 20.960160 21.528000 -1.157270 -0.2455 -0.2642 -0.2367
N 17.691780 27.385890 10.275400 -1.0029 -0.2685 -0.2203
C 21.023770 23.887300 -2.491430 -0.0483 -0.2156 -0.1945
H 22.563270 16.646500 12.591890 0.0435 -0.1098 -0.0040
C 14.242830 7.088490 4.939980 0.9563 -0.0938 0.9897
H 8.787510 14.632170 10.935860 -0.0646 -0.3718 0.3168
H 14.391350 19.918800 -5.519800 0.2421 -0.2143 0.3174
H 17.296090 18.158100 6.086330 0.2530 0.3957 -0.3852
H 20.270460 15.329610 14.972070 -0.2633 -0.2107 -0.0039
H 20.658380 23.902470 0.689570 0.2254 -0.1709 0.1022
H 15.835090 14.937000 5.371130 -0.6132 -0.3888 -0.4137
H 12.558160 16.951850 13.628290 0.5753 0.0876 -0.1789
H 18.205790 19.039960 -1.531700 -0.0121 0.3767 0.5103
H 18.257600 25.349250 12.841680 -0.0781 0.0179 -0.0746
H 19.837570 18.725210 16.504900 0.4054 0.2536 0.0266
C 12.132350 16.167470 13.002550 -1.5234 0.7091 0.3873
H 14.746220 18.362340 8.454570 0.4347 0.2515 0.9020
H 14.503100 6.037900 5.068870 -0.2630 -0.0687 0.1932
C 17.666440 24.017980 9.786640 -0.1822 -0.3224 0.4735
H 23.232160 22.894100 -0.013310 -0.6192 0.6118 0.1788
C 10.919420 17.906880 11.649670 -1.6014 -1.7073 0.1656
H 23.827920 21.554130 0.721610 0.3480 -0.0815 0.4122
O 21.681700 21.034170 -2.355070 -0.5606 0.4008 0.0591
C 9.341330 14.660420 2.708990 -0.2317 1.1327 -1.0793
H 21.924450 19.119750 11.513230 -0.0525 0.0356 0.1020
H 15.325560 5.869280 7.439640 0.6110 -0.1653 0.0652
H 15.417480 24.851820 12.669210 0.6376 -0.3991 0.3693
H 17.707160 15.006620 11.852510 -0.4035 -0.2659 0.1485
N 14.382070 15.440450 6.847750 -0.2883 -0.6797 -0.4341
H 21.039770 14.481200 13.646480 0.0633 0.0018 -0.2609
H 13.624020 19.483380 6.856190 -0.1756 0.2442 -0.1973
C 20.072300 14.745310 14.073500 -0.8409 0.7585 -1.1091
N 10.834530 16.671780 12.489830 0.0849 -0.6652 1.2254
O 11.902860 19.381140 -2.688210 0.7756 0.5228 0.1400
H 18.096560 17.174940 16.835340 0.8599 0.7358 -0.1507
H 18.315490 20.503480 -2.587060 -0.3222 -0.4874 -0.3284
C 15.321040 8.970390 3.948420 1.7100 0.5022 -0.9165
H 7.070970 14.683620 11.434170 0.0070 -0.2360 0.0840
H 17.872920 4.129910 6.660320 -0.2864 -0.0482 0.0038
N 8.869970 17.254610 14.313670 -1.1385 0.4044 -0.4898
C 16.302760 18.359710 5.685400 -0.1929 0.0313 0.0644
N 16.452490 7.712460 7.385720 -0.8959 -1.4919 -0.4189
P 9.363610 16.088450 13.149100 -1.4975 1.4631 -0.1511
N 19.204750 15.547100 13.119130 1.8095 1.2132 3.4179
H 17.319230 17.371170 15.241870 -0.8738 -0.4486 0.6781
H 14.937450 28.497450 12.163700 -0.1072 0.2727 0.3945
H 17.080550 9.613300 7.546630 0.0126 0.5041 0.4121
H 16.816980 4.205100 4.181410 0.6131 -0.2182 0.0731
C 15.649830 17.934220 8.020620 -0.0129 -0.5032 0.2248
H 13.583680 7.164000 4.075150 0.4534 0.2505 -0.2909
C 13.768400 14.930350 8.079690 -0.0987 0.1868 -1.5437
H 19.669130 19.330120 -2.438610 -0.2268 0.0607 -0.4272
C 15.407520 14.506070 6.276440 -0.3700 1.7564 0.6951
H 16.110760 19.415250 5.492870 0.2900 0.4445 0.5623
N 19.261550 17.585540 14.927160 1.2328 -0.7059 0.2355
H 6.989100 16.373200 14.331670 -0.1829 -0.0237 0.1040
H 20.371190 24.726010 -2.733940 0.0621 0.1569 0.1954
H 22.820580 22.555230 1.741950 -0.4153 0.2056 -0.0723
N 20.498710 23.191420 -1.319760 1.3964 -1.8223 -0.2226
P 16.461890 26.290040 10.802060 2.2066 -0.4204 -0.5379
C 7.553910 17.004350 15.017770 1.3365 -1.1977 -1.0698
C 18.758730 20.912210 0.339780 -0.4893 0.3369 -1.2380
C 18.782260 14.867440 11.966050 -1.8500 0.2763 -1.8798
H 14.538940 26.020060 13.450000 -0.0742 0.3059 0.4775
H 20.734290 18.177350 10.601400 -0.0125 0.4506 -0.3702
H 16.221800 5.706130 3.693570 0.2386 0.2719 -0.3772
H 21.785540 16.805480 14.189440 0.2140 0.0229 -0.0507
H 19.525890 13.823180 14.271540 0.0919 0.0222 0.3428
O 15.250830 26.079340 9.961180 1.2718 0.6244 0.0980
C 13.031680 19.809090 -2.549840 -1.7407 -1.5529 -1.8534
H 15.342670 9.571610 7.488060 -0.4480 -0.2068 0.2146
H 19.043070 23.660060 0.045230 -0.1250 0.5823 0.1816
C 7.905040 15.263580 11.039100 0.1932 -0.8178 -0.4319
C 13.040880 20.014660 -0.170350 -1.5157 0.4891 1.2910
C 9.846480 17.975620 15.088380 0.8676 -0.5562 0.3750
N 20.738490 17.786340 12.630160 0.0173 -0.1803 1.6867
H 18.534130 5.673150 7.153330 0.1129 0.0224 -0.0838
P 16.919790 7.455990 5.723230 1.5161 2.4024 0.7136
C 20.903420 18.738250 11.520580 -0.5529 -0.8282 0.3972
H 14.549310 14.343490 8.563310 -0.2743 0.1883 0.6002
H 12.764280 15.904900 12.154120 0.1899 -0.2319 0.3352
H 6.913750 17.848460 15.274220 0.6151 0.4882 -0.1653
H 19.104130 15.315710 11.026080 0.8128 -0.1198 -0.1389
C 22.038250 17.324440 13.264830 -1.8059 0.0518 -0.5659
H 10.138870 14.398370 3.404230 -0.3758 0.0564 -0.1224
H 11.894530 15.364760 13.700540 0.3591 -0.4390 -0.4191
H 10.670540 17.719500 7.016780 -0.1939 -0.1179 -0.9982
H 8.386390 18.096420 10.743200 -0.7019 0.8435 -0.1051
H 14.530760 7.113290 8.256790 -0.1337 0.7706 -0.2581
H 18.944520 13.789900 11.939850 0.4200 0.1718 0.3594
H 15.835350 28.256380 13.781320 -0.5309 0.0726 -0.0973
H 18.313210 28.721290 8.823630 -0.2599 -0.1955 -0.6331
H 13.680650 7.453950 5.799330 -0.2641 -0.2612 0.1202
H 20.198040 19.563230 11.620360 0.0132 -0.0249 -0.2127
C 7.672240 17.721840 11.476530 0.1849 -2.0772 0.6260
N 16.161530 26.786790 12.361130 -0.1850 -2.4294 1.0383
H 18.236810 15.906400 15.667800 -0.1661 -0.0132 -0.1219
H 18.171180 21.827750 0.271680 -0.1126 0.2297 0.0531
H 18.623050 23.497050 9.826950 0.2718 0.1649 0.6263
H 7.485230 18.332110 12.360110 0.5483 0.2238 -0.1785
C 18.966580 27.605510 11.014660 -1.5508 -0.5835 -0.8354
H 13.322010 15.733800 8.665610 0.4108 -0.0642 0.2400
H 15.928450 6.503260 9.022740 0.2111 -0.3821 -0.0268
C 18.218080 24.523080 12.131760 -1.7819 0.5527 -0.6105
N 15.371280 17.770210 6.654080 -0.2025 0.5488 -4.2141
H 16.981530 29.301750 9.787600 0.0954 0.5111 0.2294
H 19.242360 24.246600 11.881720 -0.1983 -0.3598 -0.0228
N 21.893370 21.281860 0.254700 -1.5025 0.0478 0.6122
H 20.709030 19.132610 14.984930 -0.1474 0.1041 0.0399
C 12.641740 19.041150 6.689860 -0.1726 0.5384 -0.2419
H 16.546020 28.099810 8.674150 0.5333 -0.2287 -0.5113
H 12.956650 14.274280 7.765480 -0.1861 -0.4079 0.4445
C 16.210720 9.069970 7.915790 1.6916 -0.4608 -1.4999
H 10.709820 18.257130 14.485470 -0.3140 0.5356 -0.2911
H 22.471860 19.898830 1.815420 0.3045 0.5495 -0.0788
P 19.193140 17.263780 13.252680 1.2596 -0.1195 -0.2182
H 21.145360 19.425830 0.867610 0.0738 -0.3565 -0.4564
H 10.332790 17.354520 15.840590 -0.1558 -0.4087 0.4865
N 12.745630 17.619850 6.714570 -0.0356 -2.2026 0.8673
H 18.002150 20.128340 0.375360 0.2824 -0.2036 0.5743
H 14.439900 9.582940 4.139400 -0.0104 -0.0562 0.2420
H 17.990970 5.469590 3.548790 0.0465 -0.2080 0.0376
N 17.427160 24.884940 10.917610 0.7082 1.6019 1.5132
Br 7.584660 14.695520 3.553680 0.7851 -0.3099 -0.2050
H 16.918500 23.238090 9.929660 -0.1904 -0.2322 -1.4233
C 18.255350 5.078490 6.283420 -0.7929 0.5287 0.6817
H 16.214670 9.032350 9.005130 -0.1524 0.0829 -0.1139
H 7.756160 16.396590 15.899710 -0.1552 0.0747 0.2286
H 19.151480 4.809270 5.724340 -0.0476 0.5505 -0.4322
H 9.429650 18.812890 15.648140 -0.1360 0.2023 -0.4407
P 14.112240 16.876170 6.031330 -0.2645 -0.1718 1.4280
C 22.922250 22.160590 0.731010 1.4218 -0.1728 -1.1099
H 16.210610 17.962200 4.674660 -0.0680 -0.6600 0.3001
H 11.925770 18.314340 11.552990 -0.1098 -0.2479 0.2258
H 19.371590 21.008410 1.236020 0.1237 -0.4042 -0.1011
H 11.299900 16.362760 7.755350 0.6167 -0.1180 0.4279
H 16.127900 25.637180 14.188600 0.0706 -0.1683 -0.1567
H 11.275060 16.203620 6.067800 -0.5074 0.5631 -0.4806
H 19.008820 19.666970 15.298060 0.0312 0.2593 -0.2713
H 22.052970 24.219480 -2.355420 0.0921 0.2770 -0.0111
H 14.989090 13.503650 6.186130 0.2318 0.0300 -0.2975
H 15.870240 16.948280 8.429800 -0.0720 -0.0272 0.6470
H 10.193110 18.638230 12.004210 0.3474 0.3246 0.1383
H 13.201530 19.059310 0.329250 0.8799 -0.2649 -0.7133
H 16.272750 14.542880 6.938350 0.0100 -0.5524 0.4456
C 15.536870 6.755930 8.037390 -0.0090 -0.1857 -0.0856
H 19.092830 26.761150 11.692320 0.2311 0.5261 0.1165
O 14.080750 16.739000 4.561200 0.3716 0.1611 0.2508
H 11.958340 20.100550 -0.076370 -0.2261 0.1883 -0.8799
H 22.704160 18.156440 13.493850 -0.1717 0.2049 -0.0070
H 18.930350 28.583610 11.494340 0.1418 -0.0583 0.4659
C 20.049640 23.991200 -0.210250 -0.1550 -0.1266 0.3199
O 18.027710 17.904700 12.590200 0.8833 -0.5101 -0.2027
H 16.749760 28.612150 12.357720 -0.4630 1.2811 -0.1041
C 15.578540 25.756940 13.254810 -1.0127 0.5567 -1.2326
H 17.769850 24.560500 8.846920 -0.9759 -0.1080 -0.1482
O 13.573850 20.235930 -1.460680 1.5561 0.4231 1.6025
C 19.747300 18.876050 15.429170 -0.3388 -0.7202 0.0496
Br 9.419250 13.417660 1.169430 -0.0557 0.7430 0.9892
C 22.115020 19.916900 0.785640 -1.2400 0.2957 -0.5146
H 13.393390 20.813720 0.481820 0.4793 -0.1232 -0.2665
H 13.060530 20.899280 -5.152980 -0.5014 -0.0902 0.5396
O 9.276430 14.717130 13.760910 0.8484 1.4180 -1.5518
C 17.382070 28.413360 9.299290 -0.4517 0.3013 0.9491
```
Forces are in eV/Å.

---

Calculated electronic energy, -37440.535 -354456.595 eV (same order as the records).
Calculated HOMO-LUMO gap, 9.78 7.92 eV (same order as the records).